No. 1
Entry from the OMol25 dataset: the molecule C18H21N3O4 (ωB97M-V with the def2-TZVPD basis set).

Cartesian coordinates (Å):
O1 -2.252 -4.426 -4.309
O2 0.931 0.931 -0.311
O3 0.054 -1.682 0.897
O4 -1.404 -0.271 -0.052
N1 0.847 1.969 1.691
N2 -2.522 -2.792 -2.772
N3 -2.140 -2.071 -1.741
C1 0.805 3.515 3.586
C2 -0.694 -1.402 -0.008
C3 -1.790 -3.813 -3.364
C4 2.208 4.007 1.567
C5 -0.484 -4.045 -2.751
C6 2.006 -4.492 -1.622
C7 -1.086 0.664 0.957
C8 1.158 4.577 2.541
C9 -0.990 -2.272 -1.176
C10 0.169 2.286 2.931
C11 0.351 -5.035 -3.272
C12 1.587 -5.259 -2.709
C13 1.196 -3.512 -1.094
C14 2.199 2.476 1.568
C15 -3.829 -2.484 -3.310
C16 -0.083 5.056 1.789
C17 0.337 1.200 0.712
C18 -0.069 -3.276 -1.646
H1 -0.002 -5.606 -4.117
H2 2.795 2.087 2.400
H3 2.610 2.085 0.637
H4 -4.482 -3.353 -3.216
H5 0.220 1.432 3.620
H6 -4.229 -1.643 -2.751
H7 -0.470 4.277 1.138
H8 -1.826 1.462 0.869
H9 -3.739 -2.236 -4.367
H10 1.585 5.438 3.066
H11 2.235 -6.024 -3.110
H12 0.163 5.918 1.174
H13 -0.864 5.351 2.487
H14 -0.884 2.493 2.727
H15 0.104 3.924 4.316
H16 2.000 4.371 0.561
H17 1.521 -2.921 -0.254
H18 3.209 4.345 1.841
H19 2.980 -4.669 -1.190
H20 -1.143 0.188 1.943
H21 1.710 3.231 4.124

Summary:
**Frontier orbital gap**: 8.87 eV
**Strongest force on any atom**: 1.09 eV Å⁻¹
**Lowest unoccupied orbital energy**: 0.220 eV
**Net charge**: 0
**Structure (SMILES)**: CC1CCN(C(=O)COC(=O)c2nn(C)c(=O)c3ccccc23)CC1

***

No. 2
Entry from the OMol25 dataset: a structure of composition C18H21N3O5Pd (ωB97M-V with the def2-TZVPD basis set).

Cartesian coordinates (Å):
Pd1 -0.127 -0.682 -0.041
O1 -0.396 -3.293 0.041
O2 -0.822 6.693 0.838
O3 -0.024 -1.726 -1.999
O4 -0.179 5.763 2.668
O5 1.089 -1.740 1.509
N1 -0.860 0.789 -1.159
N2 -0.524 5.736 1.506
N3 -0.123 0.760 1.333
C1 0.308 -3.991 1.049
C2 -1.672 1.895 -3.110
C3 -0.466 -3.973 -1.196
C4 0.152 0.658 2.626
C5 -0.574 4.401 0.836
C6 -0.357 1.999 0.809
C7 -0.267 3.179 1.552
C8 2.485 -1.825 1.147
C9 -1.332 0.741 -2.400
C10 -1.075 3.192 -1.194
C11 0.097 3.040 2.911
C12 0.574 -2.960 2.105
C13 1.313 -1.860 -2.528
C14 0.276 1.787 3.433
C15 -0.951 4.412 -0.455
C16 -0.844 -2.913 -2.186
C17 -1.527 3.124 -2.523
C18 -0.757 2.004 -0.552
H1 -1.208 -4.775 -1.187
H2 0.282 -0.331 3.028
H3 -1.870 -2.579 -2.038
H4 -1.777 4.032 -3.057
H5 0.509 -4.412 -1.431
H6 2.791 -0.838 0.814
H7 -0.272 -4.822 1.459
H8 -0.727 -3.273 -3.208
H9 1.870 -2.628 -1.991
H10 -0.344 -2.668 2.613
H11 2.638 -2.552 0.349
H12 1.254 -2.117 -3.584
H13 -1.191 5.357 -0.925
H14 0.518 1.656 4.478
H15 1.239 -4.394 0.637
H16 1.289 -3.329 2.840
H17 -2.045 1.793 -4.119
H18 0.206 3.912 3.532
H19 3.064 -2.112 2.024
H20 -1.441 -0.232 -2.845
H21 1.803 -0.897 -2.410

Summary:
**Frontier orbital gap**: 8.40 eV
**Strongest force on any atom**: 0.54 eV Å⁻¹
**Lowest unoccupied orbital energy**: -7.470 eV
**Net charge**: +2

***

No. 3
Entry from the OMol25 dataset: the molecule C18H21NO3 (ωB97M-V with the def2-TZVPD basis set).

Cartesian coordinates (Å):
O1 1.613 0.930 0.846
O2 -0.467 0.915 1.700
O3 -2.859 -1.815 -2.461
N1 0.690 2.956 4.925
C1 -2.593 -1.275 -0.426
C2 -2.102 -0.901 -1.757
C3 -0.763 0.730 -0.868
C4 -0.058 -2.361 -4.204
C5 0.326 2.262 3.940
C6 0.373 -3.088 -2.974
C7 0.690 1.231 1.648
C8 -0.774 0.305 0.467
C9 2.894 3.048 4.263
C10 -1.637 -2.435 -4.652
C11 2.183 -1.525 -2.085
C12 1.289 1.959 2.720
C13 -1.237 0.171 -1.928
C14 -1.721 -0.614 0.688
C15 2.602 2.185 3.191
C16 1.974 3.210 5.304
C17 1.754 -2.934 -2.562
C18 -2.555 -1.577 -3.939
H1 0.587 -2.766 -4.871
H2 -3.011 -2.281 -0.244
H3 -1.499 -2.551 -5.695
H4 -2.190 -0.429 -4.300
H5 -1.087 0.339 -2.885
H6 1.489 -1.205 -1.235
H7 2.056 3.780 5.990
H8 -2.066 -0.922 1.636
H9 3.447 1.951 2.310
H10 -3.343 -1.747 -4.583
H11 -0.268 -2.806 -1.870
H12 2.183 -0.908 -2.719
H13 2.577 -3.259 -3.148
H14 3.726 3.226 4.537
H15 3.228 -1.356 -1.677
H16 0.377 -1.382 -4.171
H17 -0.059 1.519 -0.888
H18 2.057 -3.509 -1.561
H19 -1.895 -3.533 -4.265
H20 -0.612 2.351 3.484
H21 0.098 -3.948 -2.993

Summary:
**Frontier orbital gap**: 8.24 eV
**Strongest force on any atom**: 14.45 eV Å⁻¹
**Lowest unoccupied orbital energy**: -0.231 eV
**Net charge**: 0
**Structure (SMILES)**: CCCCCCOc1ccc(OC(=O)c2cccnc2)cc1

***

No. 4
Entry from the OMol25 dataset: a structure of composition C18H22BCl2CoF4N5 (ωB97M-V with the def2-TZVPD basis set).

Cartesian coordinates (Å):
Co1 -0.232 1.128 -0.448
Cl1 -0.776 3.825 -1.015
Cl2 -0.610 1.718 -3.086
F1 -4.152 2.175 -1.371
F2 -2.289 1.202 -0.449
F3 -4.157 1.558 0.846
F4 -4.190 -0.046 -0.790
N1 -0.105 1.436 1.632
N2 -1.250 -2.990 0.487
N3 -0.418 -1.009 -0.670
N4 0.770 -3.129 -0.840
N5 -1.380 -2.859 -1.928
C1 1.174 1.508 2.046
C2 -0.960 3.429 -2.724
C3 2.765 1.383 -1.341
C4 3.563 1.632 1.291
C5 -1.107 1.500 2.509
C6 -0.892 1.620 3.867
C7 0.902 -1.686 -0.769
C8 1.774 1.360 -0.360
C9 -1.222 -1.419 -1.855
C10 1.456 1.607 3.409
C11 -0.052 -3.467 -2.002
C12 4.110 1.526 -1.039
C13 4.513 1.649 0.285
C14 -1.100 -1.550 0.549
C15 2.210 1.493 0.973
C16 -2.039 -3.318 -0.701
C17 0.072 -3.595 0.358
C18 0.419 1.663 4.319
B1 -3.799 1.235 -0.442
H1 -1.990 3.610 -3.009
H2 0.448 -3.121 -2.909
H3 4.849 1.545 -1.829
H4 2.485 1.286 -2.385
H5 -3.015 -2.839 -0.622
H6 1.497 -1.408 0.104
H7 2.477 1.640 3.755
H8 1.415 -1.313 -1.657
H9 0.667 -3.344 1.239
H10 -0.488 -1.285 1.416
H11 -2.107 1.449 2.093
H12 3.894 1.736 2.315
H13 -2.075 -1.083 0.634
H14 -2.199 -0.939 -1.788
H15 -0.161 -4.552 -2.055
H16 -1.731 1.672 4.543
H17 5.561 1.762 0.531
H18 -0.699 -1.076 -2.751
H19 -0.253 4.024 -3.290
H20 -0.036 -4.681 0.304
H21 0.632 1.742 5.377
H22 -2.171 -4.400 -0.753

Summary:
**Frontier orbital gap (spin up / spin down)**: 8.40 / 8.68 eV
**Strongest force on any atom**: 0.34 eV Å⁻¹
**Lowest unoccupied orbital energy (spin up / spin down)**: 0.059 / -0.067 eV
**Net charge**: 0
**Multiplicity**: 4

***

No. 5
Entry from the OMol25 dataset: a structure of composition C18H22BF6O18Pd (ωB97M-V with the def2-TZVPD basis set).

Cartesian coordinates (Å):
Pd1 2.686 0.493 0.140
F1 -1.603 -2.128 0.124
F2 -2.900 -1.099 -3.556
F3 -3.879 1.336 -1.102
F4 0.472 2.539 5.636
F5 0.778 3.602 -1.277
F6 4.514 -4.023 -0.649
O1 1.751 1.558 1.996
O2 -2.687 3.727 -0.053
O3 3.899 -3.218 1.436
O4 -0.568 -3.174 -4.145
O5 -2.720 -3.294 -3.879
O6 2.483 -1.408 1.350
O7 2.072 -3.443 0.471
O8 -2.760 0.466 3.556
O9 0.916 5.054 -2.947
O10 -2.397 2.663 -1.876
O11 3.066 5.190 -3.257
O12 1.538 0.281 3.895
O13 -1.661 -4.906 -5.076
O14 -2.783 -1.739 3.269
O15 0.053 1.871 3.497
O16 -2.254 4.904 -1.881
O17 1.804 6.705 -4.202
O18 -2.010 -0.593 1.645
C1 4.050 -4.366 0.577
C2 1.432 3.852 -2.430
C3 2.607 -4.737 0.455
C4 -2.679 1.669 -0.937
C5 1.920 5.766 -3.496
C6 -1.558 -1.897 1.434
C7 -0.794 -2.036 -3.316
C8 -2.441 3.864 -1.320
C9 -2.690 -2.641 2.132
C10 -2.475 2.412 0.362
C11 -2.496 -0.514 2.903
C12 1.191 1.337 3.087
C13 -2.337 -2.183 -3.084
C14 2.839 4.275 -2.170
C15 -0.084 1.617 4.902
C16 0.627 0.251 4.997
C17 2.789 -2.632 1.169
C18 -1.671 -3.897 -4.394
B1 0.696 0.160 -0.745
H1 -2.451 -2.283 -2.005
H2 -1.127 1.435 5.159
H3 -0.054 -0.598 4.935
H4 -0.535 -1.016 -3.598
H5 -0.553 -2.125 1.789
H6 -1.467 2.308 0.765
H7 3.678 3.587 -2.274
H8 1.301 0.027 5.823
H9 2.389 -5.192 -0.511
H10 2.916 4.817 -1.227
H11 0.398 0.456 0.249
H12 2.091 -5.276 1.250
H13 -2.080 0.782 -1.141
H14 -0.284 -2.244 -2.376
H15 1.247 0.924 -1.271
H16 1.363 2.935 -3.016
H17 -2.440 -3.668 2.401
H18 -3.154 2.116 1.161
H19 4.564 -5.263 0.924
H20 -0.173 -0.045 -1.350
H21 1.322 -0.710 -0.624
H22 -3.690 -2.631 1.698

Summary:
**Frontier orbital gap (spin up / spin down)**: 5.41 / 8.03 eV
**Strongest force on any atom**: 6.27 eV Å⁻¹
**Lowest unoccupied orbital energy (spin up / spin down)**: -0.642 / -2.444 eV
**Net charge**: 0
**Multiplicity**: 4

***

No. 6
Entry from the OMol25 dataset: a cluster of 3 separate species, C18H22BrF2OSi in total (ωB97M-V with the def2-TZVPD basis set).

Cartesian coordinates (Å):
Br1 3.296 -3.346 -2.048
Si1 0.681 -0.654 0.721
F1 -2.847 0.648 1.773
F2 1.953 3.618 -1.394
O1 4.519 -3.953 0.354
C1 2.589 3.053 -2.439
C2 3.885 1.913 -4.583
C3 2.335 -1.360 0.341
C4 -4.305 -1.181 1.930
C5 3.532 3.255 -4.622
C6 -5.566 -1.673 2.236
C7 3.585 1.146 -3.464
C8 0.034 -1.265 2.424
C9 0.917 1.247 0.770
C10 -6.568 -0.810 2.658
C11 -0.598 -0.977 -0.663
C12 -4.065 0.173 2.063
C13 3.573 -3.476 -0.070
C14 2.936 1.717 -2.378
C15 -5.048 1.046 2.486
C16 2.874 3.831 -3.545
C17 2.448 -2.847 0.741
C18 -6.310 0.548 2.781
H1 -0.377 -1.901 -1.200
H2 -0.604 -0.161 -1.383
H3 2.703 1.130 -1.495
H4 0.657 -0.773 3.172
H5 -7.091 1.222 3.107
H6 0.856 1.646 -0.241
H7 0.191 -2.338 2.534
H8 3.769 3.854 -5.493
H9 2.583 4.874 -3.557
H10 -7.552 -1.196 2.893
H11 3.855 0.099 -3.432
H12 2.733 -3.000 1.785
H13 1.510 -3.370 0.536
H14 1.947 1.400 1.102
H15 -1.017 -1.001 2.546
H16 3.071 -0.836 0.973
H17 -5.765 -2.733 2.144
H18 0.240 1.747 1.463
H19 4.395 1.464 -5.426
H20 -1.621 -1.044 -0.273
H21 -3.512 -1.835 1.592
H22 -4.824 2.100 2.582

Summary:
**Frontier orbital gap**: 5.03 eV
**Strongest force on any atom**: 4.42 eV Å⁻¹
**Lowest unoccupied orbital energy**: 2.586 eV
**Net charge**: -1